Record 1
The following is a quantum chemistry calculation of C8H8ClO4S2 as an isolated structure, from the OMol25 dataset.

Properties
ΔE to the lowest compared entry with this formula, charge and spin ... 1.761 eV
LUMO energy ... 2.8 eV
Kohn-Sham gap ... 7.21 eV
Net charge ... -1

Element x y z (Å)
C: -1.2215 -1.4685 2.5302
C: -0.4690 -1.9322 1.4353
C: -0.7144 -0.2885 3.0635
C: 0.5546 -1.0695 1.1646
C: 0.1431 3.3091 -0.9379
C: 1.1986 2.0201 -1.1032
C: 0.2629 0.9635 -1.6900
C: 1.3278 -0.6682 -1.6250
O: -0.6205 3.1614 -0.0140
O: 0.2179 4.2606 -1.7607
O: 2.9623 -0.4246 0.5182
O: -0.7739 0.5801 -0.9993
S: 0.7283 0.1712 2.2745
S: 1.9055 -1.3282 -0.0171
Cl: 2.7372 -0.4296 -2.6910
H: -1.9862 -1.9743 2.9170
H: -0.6757 -2.9567 0.8805
H: -0.8561 0.0608 4.0722
H: 2.0476 2.3932 -1.7122
H: 1.5822 1.7012 -0.1625
H: 0.1493 0.9979 -2.8869
H: 0.6585 -1.3644 -2.0798
H: -1.1919 1.4254 -0.5826

***

Record 2
The following is a quantum chemistry calculation of C8H8CoNO6 as an isolated structure, from the OMol25 dataset.

Properties
ΔE to the lowest compared entry with this formula, charge and spin ... 2.384 eV
LUMO energy (alpha / beta) ... -4.4 / -8.6 eV
Spin multiplicity ... 4
Kohn-Sham gap (alpha / beta) ... 4.46 / 4.85 eV
Net charge ... +1

Element x y z (Å)
O: 1.3217 0.2628 -5.7566
C: 0.6623 0.0802 -4.8396
Co: -0.7213 -1.8312 -0.8141
O: -1.7467 0.2915 -2.6826
C: -1.2523 -0.4944 -1.9966
C: -1.9714 -1.7392 0.4392
O: -2.7345 -1.5670 1.2890
C: 0.6098 -2.8353 0.0518
O: 1.2675 -3.4831 0.7488
C: -1.1975 -3.1438 -1.8392
O: -1.5926 -4.0338 -2.4479
H: 0.4436 -1.8974 -1.8020
C: 1.9047 1.3663 1.6638
N: 0.4917 1.6904 1.5567
C: -0.1798 2.7754 2.2451
C: -0.2007 0.7936 0.8413
O: 0.4890 -0.1688 0.4209
H: 2.2750 2.1492 2.3016
H: 2.3670 1.3585 0.6756
H: 2.0608 0.3629 2.0630
H: -0.6900 3.3921 1.4927
H: -0.9689 2.3630 2.8925
H: 0.6242 3.2888 2.7819
H: -1.2616 1.0195 0.7147

***

Record 3
The following is a quantum chemistry calculation of a single C8H8N2O2 molecule, from the OMol25 dataset.

Properties
ΔE to the lowest compared entry with this formula, charge and spin ... 10.883 eV
LUMO energy (alpha / beta) ... -1.4 / -1.4 eV
Kohn-Sham gap (alpha / beta) ... 6.64 / 6.65 eV

Element x y z (Å)
C: -0.8883 2.0550 0.5102
C: -2.1578 1.5892 -0.0636
C: 0.2280 1.3943 0.6728
C: -2.8207 0.4778 0.0916
C: -1.5850 -1.1176 1.3139
C: 0.4304 -0.0163 0.4629
C: -0.9870 -2.1719 0.4032
C: 1.7360 -0.4477 -0.1246
N: -0.4092 -0.9334 0.7013
N: -3.9491 -0.1392 -0.3492
O: -5.0529 0.1726 0.1557
O: -3.7247 -1.0892 -1.0959
H: -0.8660 3.1150 0.7124
H: -2.4462 2.3708 -0.7872
H: 1.1520 1.9671 1.0233
H: -0.5027 -2.9213 1.0520
H: -1.2730 -2.4655 -0.5733
H: 2.5353 0.4268 -0.2609
H: 1.6208 -0.8591 -1.1789
H: 2.2803 -1.2959 0.3893

***

Number 3 is which compound?
C8H8N2O2

***

Copy entry 3 word for word.
The following is a quantum chemistry calculation of a single C8H8N2O2 molecule, from the OMol25 dataset.

Properties
ΔE to the lowest compared entry with this formula, charge and spin ... 10.883 eV
LUMO energy (alpha / beta) ... -1.4 / -1.4 eV
Kohn-Sham gap (alpha / beta) ... 6.64 / 6.65 eV

Element x y z (Å)
C: -0.8883 2.0550 0.5102
C: -2.1578 1.5892 -0.0636
C: 0.2280 1.3943 0.6728
C: -2.8207 0.4778 0.0916
C: -1.5850 -1.1176 1.3139
C: 0.4304 -0.0163 0.4629
C: -0.9870 -2.1719 0.4032
C: 1.7360 -0.4477 -0.1246
N: -0.4092 -0.9334 0.7013
N: -3.9491 -0.1392 -0.3492
O: -5.0529 0.1726 0.1557
O: -3.7247 -1.0892 -1.0959
H: -0.8660 3.1150 0.7124
H: -2.4462 2.3708 -0.7872
H: 1.1520 1.9671 1.0233
H: -0.5027 -2.9213 1.0520
H: -1.2730 -2.4655 -0.5733
H: 2.5353 0.4268 -0.2609
H: 1.6208 -0.8591 -1.1789
H: 2.2803 -1.2959 0.3893